1.
{"formula": "C32H93N13O11", "method": "ωB97M-V/def2-TZVPD", "gap_ha": 0.326, "relative_energy_ev": 0.000, "e_homo_ev": -8.74, "species": ["C", "O", "H", "H", "H", "H", "C", "O", "N", "N", "H", "H", "H", "H", "C", "O", "N", "N", "H", "H", "H", "H", "C", "O", "N", "N", "H", "H", "H", "H", "C", "C", "C", "O", "C", "N", "H", "H", "H", "H", "H", "H", "H", "H", "H", "H", "H", "C", "C", "C", "O", "C", "N", "H", "H", "H", "H", "H", "H", "H", "H", "H", "H", "H", "C", "C", "C", "O", "C", "N", "H", "H", "H", "H", "H", "H", "H", "H", "H", "H", "H", "C", "C", "C", "O", "C", "N", "H", "H", "H", "H", "H", "H", "H", "H", "H", "H", "H", "C", "C", "C", "O", "C", "N", "H", "H", "H", "H", "H", "H", "H", "H", "H", "H", "H", "C", "C", "C", "O", "C", "N", "H", "H", "H", "H", "H", "H", "H", "H", "H", "H", "H", "C", "C", "C", "O", "C", "N", "H", "H", "H", "H", "H", "H", "H", "H", "H", "H", "H"], "xyz": [[-23.167, -8.924, -11.231], [-22.137, -9.675, -10.584], [-24.083, -9.031, -10.650], [-22.923, -7.871, -11.374], [-23.437, -9.476, -12.131], [-22.114, -10.563, -10.949], [-16.785, -2.234, -13.545], [-17.454, -2.360, -14.546], [-17.172, -2.699, -12.383], [-15.553, -1.851, -13.534], [-16.662, -2.590, -11.518], [-18.182, -2.718, -12.363], [-15.095, -1.234, -14.190], [-14.937, -2.165, -12.799], [-24.516, -4.342, -11.279], [-23.872, -5.269, -10.816], [-24.379, -3.944, -12.485], [-25.386, -3.580, -10.728], [-23.762, -4.503, -13.057], [-24.611, -2.990, -12.720], [-25.628, -2.766, -11.275], [-25.655, -3.664, -9.758], [-17.923, -2.257, -18.448], [-18.927, -2.380, -19.183], [-17.191, -1.189, -18.377], [-17.530, -3.204, -17.584], [-17.432, -0.351, -18.886], [-16.300, -1.296, -17.914], [-16.792, -3.119, -16.899], [-18.019, -4.076, -17.723], [-23.475, -1.447, -19.621], [-24.308, -0.620, -18.738], [-24.114, 0.903, -19.072], [-24.373, 1.621, -17.857], [-24.925, 2.909, -18.083], [-25.676, -1.036, -18.781], [-23.664, -2.489, -19.364], [-22.415, -1.224, -19.497], [-23.663, -1.381, -20.693], [-23.991, -0.716, -17.700], [-24.742, 1.149, -19.928], [-23.089, 1.058, -19.410], [-24.999, 3.468, -17.150], [-25.960, 2.723, -18.370], [-24.378, 3.503, -18.815], [-26.012, -0.652, -17.910], [-26.025, -0.491, -19.557], [-17.534, -5.500, -15.481], [-17.497, -6.948, -15.973], [-18.803, -7.778, -15.730], [-18.941, -7.916, -14.272], [-20.076, -8.795, -14.020], [-17.279, -7.030, -17.424], [-16.715, -5.006, -16.005], [-17.218, -5.667, -14.451], [-18.502, -5.030, -15.656], [-16.764, -7.518, -15.403], [-18.552, -8.684, -16.282], [-19.718, -7.333, -16.119], [-20.490, -8.443, -13.076], [-19.839, -9.850, -13.886], [-20.792, -8.810, -14.842], [-18.104, -6.594, -17.810], [-17.565, -7.987, -17.576], [-20.799, -1.380, -15.908], [-21.176, -2.167, -14.737], [-21.393, -3.624, -15.037], [-21.665, -4.424, -13.879], [-21.459, -5.861, -14.105], [-20.040, -2.110, -13.903], [-19.845, -1.656, -16.357], [-20.791, -0.332, -15.605], [-21.471, -1.463, -16.762], [-22.090, -1.738, -14.325], [-20.478, -4.041, -15.458], [-22.208, -3.709, -15.756], [-21.866, -6.341, -13.216], [-20.376, -5.968, -14.180], [-22.006, -6.164, -14.998], [-20.146, -2.927, -13.319], [-19.185, -2.178, -14.436], [-16.943, 3.195, -21.535], [-18.007, 3.335, -20.539], [-18.258, 1.996, -19.696], [-19.458, 2.019, -18.901], [-20.025, 0.827, -18.345], [-17.735, 4.473, -19.669], [-16.744, 4.123, -22.071], [-17.360, 2.527, -22.289], [-16.062, 2.644, -21.205], [-18.883, 3.566, -21.144], [-17.357, 1.705, -19.155], [-18.347, 1.169, -20.400], [-20.231, 0.035, -19.065], [-21.014, 0.990, -17.917], [-19.406, 0.378, -17.569], [-17.363, 5.288, -20.135], [-18.657, 4.756, -19.369], [-20.089, -0.294, -10.373], [-20.089, 1.103, -11.091], [-18.672, 1.389, -11.636], [-17.585, 1.198, -10.728], [-16.322, 1.395, -11.355], [-21.115, 0.939, -12.166], [-19.801, -1.212, -10.885], [-20.933, -0.617, -9.764], [-19.256, -0.166, -9.682], [-20.377, 1.941, -10.456], [-18.646, 2.313, -12.212], [-18.748, 0.660, -12.442], [-15.984, 0.528, -11.921], [-15.566, 1.460, -10.572], [-16.151, 2.276, -11.974], [-21.977, 0.729, -11.683], [-20.921, 0.030, -12.560], [-18.461, -7.441, -10.930], [-17.653, -6.141, -10.741], [-16.159, -6.465, -11.035], [-15.559, -7.301, -9.960], [-15.125, -6.628, -8.770], [-18.222, -5.262, -11.716], [-19.469, -7.319, -10.535], [-17.984, -8.231, -10.350], [-18.627, -7.883, -11.912], [-17.857, -5.890, -9.700], [-15.571, -5.553, -11.131], [-16.027, -6.949, -12.002], [-15.993, -6.800, -8.134], [-15.030, -5.563, -8.980], [-14.221, -7.122, -8.412], [-17.592, -4.493, -11.892], [-18.465, -5.632, -12.624], [-21.124, -11.198, -19.718], [-22.425, -11.379, -18.902], [-23.497, -10.195, -18.998], [-23.172, -9.071, -18.195], [-23.684, -9.199, -16.875], [-22.964, -12.696, -19.143], [-20.293, -10.721, -19.197], [-21.250, -10.515, -20.558], [-20.718, -12.164, -20.019], [-22.178, -11.474, -17.844], [-24.551, -10.451, -18.900], [-23.531, -9.952, -20.060], [-23.667, -8.232, -16.372], [-23.006, -9.675, -16.167], [-24.698, -9.575, -16.737], [-22.198, -13.344, -19.251], [-23.343, -12.646, -20.078]]}

---

2.
{"formula": "C38H69BBr26NO7S2", "method": "ωB97M-V/def2-TZVPD", "gap_ha": 0.268, "e_homo_ev": -10.49, "total_charge": 1, "species": ["C", "C", "C", "O", "C", "O", "C", "S", "C", "C", "C", "C", "C", "O", "B", "O", "O", "N", "O", "C", "O", "C", "S", "H", "H", "H", "H", "H", "H", "H", "H", "H", "H", "H", "H", "H", "H", "H", "H", "H", "Br", "C", "C", "Br", "H", "H", "H", "H", "Br", "C", "C", "Br", "H", "H", "H", "H", "Br", "C", "C", "Br", "H", "H", "H", "H", "Br", "C", "C", "Br", "H", "H", "H", "H", "Br", "C", "C", "Br", "H", "H", "H", "H", "Br", "C", "C", "Br", "H", "H", "H", "H", "Br", "C", "C", "Br", "H", "H", "H", "H", "Br", "C", "C", "Br", "H", "H", "H", "H", "Br", "C", "C", "Br", "H", "H", "H", "H", "Br", "C", "C", "Br", "H", "H", "H", "H", "Br", "C", "C", "Br", "H", "H", "H", "H", "Br", "C", "C", "Br", "H", "H", "H", "H", "Br", "C", "C", "Br", "H", "H", "H", "H"], "xyz": [[-0.848, 2.238, -0.420], [-0.611, 1.958, -1.896], [-1.832, 2.296, -2.756], [-2.981, 2.648, -1.970], [-3.674, 1.630, -1.505], [-3.564, 0.486, -1.835], [-4.655, 2.093, -0.438], [-5.673, 0.776, 0.196], [-6.801, 0.430, -1.064], [-7.606, -0.704, -1.001], [-8.466, -0.940, -2.045], [-8.528, -0.114, -3.163], [-7.711, 0.996, -3.186], [-7.658, 1.876, -4.202], [-6.476, 1.724, -4.969], [-5.256, 2.035, -4.377], [-6.568, 1.306, -6.256], [-6.896, 1.242, -2.136], [-0.268, 0.589, -2.152], [1.017, 0.299, -1.897], [1.674, 0.862, -1.072], [1.565, -0.844, -2.700], [2.474, -0.350, -4.180], [-1.376, 3.174, -0.297], [-1.456, 1.421, -0.029], [0.082, 2.315, 0.124], [0.214, 2.594, -2.205], [-2.031, 1.528, -3.492], [-1.580, 3.187, -3.321], [-5.224, 2.909, -0.883], [-4.098, 2.533, 0.383], [-7.517, -1.332, -0.129], [-9.114, -1.801, -2.013], [-9.195, -0.325, -3.977], [-4.702, 1.242, -4.352], [-5.855, 0.687, -6.451], [-6.321, 2.074, -2.184], [2.222, -1.383, -2.033], [0.736, -1.505, -2.928], [1.622, 0.489, -4.788], [0.619, -4.007, -1.303], [-1.314, -4.180, -1.196], [-1.938, -4.342, -2.555], [-2.003, -2.650, -3.517], [-1.678, -3.304, -0.669], [-1.488, -5.065, -0.588], [-2.973, -4.661, -2.462], [-1.398, -5.042, -3.184], [-1.945, 4.625, -6.961], [-1.147, 5.693, -5.543], [0.354, 5.712, -5.624], [1.138, 4.043, -4.996], [-1.512, 5.287, -4.605], [-1.544, 6.696, -5.683], [0.755, 6.483, -4.969], [0.722, 5.868, -6.632], [-2.994, 2.398, 3.043], [-4.152, 2.401, 4.612], [-5.501, 1.812, 4.305], [-6.609, 3.053, 3.295], [-4.211, 3.428, 4.957], [-3.633, 1.798, 5.354], [-6.054, 1.609, 5.219], [-5.431, 0.902, 3.716], [-0.011, 5.689, -0.556], [1.405, 6.081, 0.714], [2.286, 4.876, 0.932], [1.428, 3.531, 2.050], [0.923, 6.423, 1.623], [1.977, 6.897, 0.279], [3.189, 5.164, 1.466], [2.557, 4.378, 0.007], [-0.059, 9.780, -6.019], [-1.718, 10.722, -6.410], [-2.911, 9.926, -5.958], [-3.273, 8.442, -7.162], [-1.724, 10.923, -7.476], [-1.655, 11.661, -5.864], [-3.810, 10.537, -5.967], [-2.773, 9.502, -4.969], [-0.134, -3.069, 2.697], [1.680, -3.439, 3.298], [2.479, -4.141, 2.236], [1.985, -6.019, 2.086], [1.596, -4.016, 4.213], [2.115, -2.468, 3.521], [3.536, -4.139, 2.498], [2.346, -3.705, 1.251], [-8.265, -3.359, 1.500], [-9.992, -3.024, 2.337], [-11.097, -3.207, 1.338], [-11.169, -1.674, 0.137], [-9.961, -2.023, 2.753], [-10.068, -3.749, 3.144], [-12.070, -3.246, 1.823], [-10.964, -4.093, 0.727], [5.996, -8.761, 5.600], [5.055, -7.878, 4.143], [5.837, -6.715, 3.597], [5.753, -5.170, 4.779], [4.085, -7.584, 4.529], [4.926, -8.640, 3.379], [5.408, -6.383, 2.654], [6.889, -6.942, 3.455], [2.204, 12.104, -3.542], [3.472, 12.599, -4.932], [3.999, 11.391, -5.658], [5.313, 10.427, -4.597], [4.254, 13.177, -4.452], [2.917, 13.238, -5.616], [4.521, 11.690, -6.564], [3.216, 10.682, -5.908], [10.916, -7.551, 6.807], [9.308, -8.433, 7.454], [9.507, -9.023, 8.824], [10.551, -10.663, 8.759], [9.039, -9.177, 6.711], [8.546, -7.657, 7.480], [8.550, -9.306, 9.256], [10.024, -8.348, 9.498], [9.862, -4.869, 3.981], [11.612, -4.221, 3.430], [12.637, -4.423, 4.515], [12.439, -3.121, 5.945], [11.489, -3.179, 3.150], [11.872, -4.803, 2.548], [13.640, -4.270, 4.122], [12.573, -5.404, 4.974], [10.810, -2.468, -0.145], [12.561, -1.819, -0.688], [13.585, -2.013, 0.397], [13.380, -0.706, 1.823], [12.438, -0.778, -0.967], [12.825, -2.401, -1.568], [14.588, -1.858, 0.006], [13.525, -2.993, 0.858], [-8.197, -6.873, 3.803], [-9.489, -6.732, 5.250], [-10.815, -7.334, 4.871], [-11.817, -6.173, 3.668], [-9.565, -5.680, 5.504], [-9.050, -7.274, 6.084], [-11.447, -7.450, 5.749], [-10.713, -8.290, 4.368]]}

---

3.
{"formula": "C4H10N2", "method": "ωB97M-V/def2-TZVPD", "gap_ha": 0.268, "relative_energy_ev": 3.651, "e_homo_ev": -19.42, "total_charge": 2, "species": ["C", "C", "C", "C", "N", "N", "H", "H", "H", "H", "H", "H", "H", "H", "H", "H"], "xyz": [[1.475, 0.834, -0.266], [-1.468, 0.875, -0.041], [2.510, 0.065, 0.155], [-0.407, -1.375, -0.040], [-2.728, 0.556, 0.099], [-0.494, 0.025, -0.141], [1.345, 1.822, -0.681], [-1.240, 1.937, -0.089], [2.271, -0.891, 0.635], [3.190, 0.704, 0.776], [3.250, -0.115, -0.667], [0.105, -1.799, -0.907], [-1.405, -1.823, -0.006], [0.101, -1.683, 0.879], [-3.446, 1.271, 0.145], [-3.059, -0.403, 0.148]]}